# 1
{"formula": "C3H6N2OSi", "method": "ωB97M-V with the def2-TZVPD basis set", "symbols": ["Si", "O", "N", "N", "C", "C", "C", "H", "H", "H", "H", "H", "H"], "coordinates": [[2.543, -0.238, 0.021], [1.222, 0.792, -0.222], [-0.398, -0.817, 0.489], [-0.041, 0.322, -0.069], [-2.331, 0.298, -0.087], [-1.268, 1.095, -0.402], [-1.711, -0.820, 0.451], [2.236, -1.268, -1.071], [3.677, 0.620, -0.221], [-3.392, 0.599, -0.195], [-2.171, -1.636, 0.931], [-1.269, 2.104, -1.007], [2.905, -1.049, 1.383]], "nbo_charge": [1.13, -0.63, -0.42, 0.18, -0.40, -0.11, 0.09, -0.18, -0.19, 0.25, 0.20, 0.23, -0.16], "spin_multiplicity": 3, "total_charge": 0, "mol_weight_g_mol": 114.18, "e_homo_ev": [-4.80, -9.41], "relative_energy_kj_mol": 147.0}


# 2
{"formula": "C2H12NO2", "method": "ωB97M-V with the def2-TZVPD basis set", "symbols": ["O", "O", "N", "C", "C", "H", "H", "H", "H", "H", "H", "H", "H", "H", "H", "H", "H"], "coordinates": [[-1.075, -0.856, -2.286], [1.871, -2.689, 0.472], [0.155, 0.558, -0.076], [-0.788, 1.643, 0.392], [-0.509, 2.089, 1.834], [2.590, -2.992, 1.019], [-0.411, -1.563, -2.354], [0.329, 1.495, 2.217], [-1.783, 1.222, 0.312], [-0.140, 3.103, 1.951], [0.473, -0.025, 0.695], [-0.709, 2.501, -0.270], [2.102, -3.058, -0.392], [-1.886, -1.348, -2.316], [1.092, 0.801, -0.428], [-1.385, 1.889, 2.441], [-0.362, 0.067, -0.813]], "nbo_charge": [-0.95, -0.96, -0.70, -0.23, -0.63, 0.49, 0.49, 0.21, 0.23, 0.25, 0.44, 0.24, 0.48, 0.50, 0.44, 0.25, 0.47], "total_charge": 1, "mol_weight_g_mol": 82.12, "e_homo_ev": -15.27, "relative_energy_kj_mol": 68.1}


# 3
{"formula": "C31H42AsBrF9IrN3O2SbSi2", "method": "ωB97M-V with the def2-TZVPD basis set", "symbols": ["Ir", "Sb", "Br", "As", "Si", "Si", "F", "F", "F", "F", "F", "F", "F", "F", "F", "O", "O", "N", "N", "N", "C", "C", "C", "C", "C", "C", "C", "C", "C", "C", "C", "C", "C", "C", "C", "C", "C", "C", "C", "C", "C", "C", "C", "C", "C", "C", "C", "C", "C", "C", "C", "H", "H", "H", "H", "H", "H", "H", "H", "H", "H", "H", "H", "H", "H", "H", "H", "H", "H", "H", "H", "H", "H", "H", "H", "H", "H", "H", "H", "H", "H", "H", "H", "H", "H", "H", "H", "H", "H", "H", "H", "H", "H"], "coordinates": [[-0.856, -0.236, -0.789], [0.650, -2.385, -0.364], [6.670, -1.698, 0.961], [-2.429, 1.671, -0.951], [-2.472, 3.586, 0.469], [-4.575, 0.640, -1.000], [-1.540, -2.012, -3.136], [-2.576, 0.330, -3.722], [0.889, -0.270, -5.991], [1.193, 1.504, -4.789], [-1.113, -1.964, -5.256], [2.110, -0.355, -4.213], [-1.639, 0.689, -5.632], [-1.235, 2.002, -3.964], [0.459, -2.424, -3.845], [0.131, 0.035, -2.577], [-1.586, -0.403, 1.126], [3.293, 1.857, 4.567], [0.531, 0.818, 0.122], [2.062, 1.789, 4.721], [-0.031, 0.817, 4.185], [5.293, 1.402, 3.331], [-5.605, 1.638, -2.186], [-0.773, 4.344, 0.373], [4.380, -1.090, 2.524], [2.363, 2.185, 1.648], [-0.615, -1.658, -4.067], [3.530, -3.225, -1.104], [-2.925, 3.125, 2.220], [1.450, -3.929, 2.232], [6.085, 0.618, 2.505], [0.400, 0.816, 1.489], [-5.229, 0.687, 0.744], [1.349, 1.446, 2.308], [-0.766, 0.163, 1.987], [2.641, -1.988, -1.020], [5.614, -0.618, 2.094], [0.271, -4.450, -0.785], [-1.433, 0.732, -4.318], [1.008, 0.182, -4.742], [3.588, -0.295, 3.330], [-0.241, -0.164, -3.865], [0.110, -4.899, -2.229], [-0.980, 0.212, 3.352], [0.980, -2.561, 1.745], [-3.748, 4.716, -0.286], [1.509, 1.464, -0.477], [2.438, 2.190, 0.283], [-4.309, -1.120, -1.572], [4.029, 0.971, 3.713], [1.154, 1.348, 3.715], [-5.446, 1.706, 1.066], [0.983, -4.661, -2.834], [3.625, -3.729, -0.141], [3.205, 2.750, -0.233], [3.067, 2.769, 2.222], [-4.235, -1.190, -2.657], [-2.427, 3.814, 2.907], [0.688, -4.695, 2.084], [2.642, -0.676, 3.693], [-5.152, -1.735, -1.248], [-3.679, 5.699, 0.188], [7.061, 0.960, 2.193], [-0.614, -4.694, -0.195], [3.034, -1.269, -0.296], [-0.026, -5.981, -2.256], [-4.001, 3.214, 2.374], [4.052, -2.081, 2.237], [-0.759, 5.273, 0.949], [-4.762, 4.344, -0.130], [3.147, -3.948, -1.824], [-1.879, -0.226, 3.764], [-5.797, 2.642, -1.803], [1.532, 1.402, -1.557], [-0.759, -4.445, -2.702], [2.357, -4.264, 1.726], [5.643, 2.364, 3.683], [2.566, -1.479, -1.981], [1.667, -3.893, 3.301], [-0.006, 3.687, 0.787], [-4.515, 0.247, 1.443], [-3.594, 4.852, -1.358], [-0.500, 4.583, -0.657], [1.121, -4.945, -0.313], [-3.407, -1.568, -1.139], [1.720, -1.793, 1.973], [-2.628, 2.113, 2.490], [0.057, -2.270, 2.246], [4.536, -2.945, -1.419], [-6.158, 0.113, 0.801], [-6.569, 1.151, -2.354], [-0.188, 0.840, 5.256], [-5.107, 1.731, -3.152]], "mulliken_charge": [3.10, -0.54, -0.15, -0.26, 0.62, 0.52, -0.13, -0.19, -0.24, -0.25, -0.26, -0.20, -0.26, -0.28, -0.23, -0.68, -1.18, -0.58, 1.04, -0.37, -0.25, -0.04, -1.08, -0.81, -0.41, -0.70, 0.55, -1.23, -0.79, -1.62, -0.54, -0.84, -0.87, 0.68, 0.80, -0.01, -0.02, -0.65, 0.04, 0.21, -0.18, 0.43, -1.11, -0.76, 1.06, -1.20, -0.26, -1.51, -0.93, -0.56, -0.08, 0.23, 0.24, 0.26, 0.62, 0.75, 0.24, 0.42, 0.41, 0.73, 0.58, 0.38, 0.45, 0.49, 0.15, 0.44, 0.44, 0.61, 0.49, 0.28, 0.25, 0.55, 0.30, 0.43, 0.17, 0.32, 0.51, 0.29, 0.43, 0.07, 0.16, 0.34, 0.32, 0.41, 0.03, -1.10, 0.06, 0.36, 0.44, 0.43, 0.37, 0.54, 0.30], "spin_multiplicity": 2, "total_charge": 1, "mol_weight_g_mol": 1184.65, "e_homo_ev": [-10.18, -10.17], "relative_energy_kj_mol": 13.8}


# 4
{"formula": "C58H41IN6O2STi", "method": "ωB97M-V with the def2-TZVPD basis set", "symbols": ["I", "Ti", "S", "O", "O", "N", "N", "N", "N", "N", "N", "C", "C", "C", "C", "C", "C", "C", "C", "C", "C", "C", "C", "C", "C", "C", "C", "C", "C", "C", "C", "C", "C", "C", "C", "C", "C", "C", "C", "C", "C", "C", "C", "C", "C", "C", "C", "C", "C", "C", "C", "C", "C", "C", "C", "C", "C", "C", "C", "C", "C", "C", "C", "C", "C", "C", "C", "C", "C", "H", "H", "H", "H", "H", "H", "H", "H", "H", "H", "H", "H", "H", "H", "H", "H", "H", "H", "H", "H", "H", "H", "H", "H", "H", "H", "H", "H", "H", "H", "H", "H", "H", "H", "H", "H", "H", "H", "H", "H", "H"], "coordinates": [[2.959, 0.554, 2.614], [0.444, -0.036, 1.138], [0.192, -0.452, -8.579], [-0.793, -0.757, -0.297], [-1.634, -2.834, -0.402], [2.137, -0.779, -6.849], [1.708, -0.195, -0.492], [-0.583, 0.382, 3.239], [0.696, -1.933, 1.809], [0.378, 1.998, 0.817], [-1.061, 0.925, -3.495], [0.180, 0.086, 5.305], [2.195, -1.404, -0.897], [-0.091, 4.265, 0.939], [1.684, 4.288, -4.396], [0.894, 2.644, -0.312], [-3.026, -4.351, 6.518], [-2.204, -3.784, 4.326], [3.500, 3.329, -2.536], [0.997, -4.197, 1.500], [-1.377, -2.612, 6.235], [-0.482, -2.017, 3.945], [1.909, -2.665, -0.236], [2.958, 0.158, -2.328], [3.637, -4.283, -1.097], [-4.219, 0.855, -1.978], [-0.279, -0.586, 4.207], [3.936, 4.121, -3.587], [0.109, -2.603, 2.850], [-0.131, 2.983, 1.652], [2.147, 0.756, -1.354], [0.299, -4.044, 2.630], [0.463, -0.540, -4.605], [-3.095, 0.335, -1.351], [3.990, -5.398, -1.846], [1.689, -5.710, -2.458], [-2.135, 4.589, 3.723], [-3.815, -1.888, -1.909], [-0.833, 4.091, 3.726], [1.251, 3.492, -3.343], [1.695, 2.128, -1.283], [-3.021, -4.548, 5.143], [0.153, 1.481, 5.027], [2.972, -1.213, -2.049], [-1.682, -1.624, -0.604], [2.149, 3.006, -2.395], [2.309, -3.871, -1.019], [-2.205, -3.367, 7.052], [-0.192, 5.928, 5.168], [1.254, -2.874, 0.935], [3.016, -6.114, -2.531], [3.029, 4.605, -4.524], [-5.137, 0.005, -2.580], [-1.401, 0.146, 2.083], [-0.845, 0.981, -5.887], [1.337, -4.595, -1.709], [-0.471, 2.862, 2.964], [-0.147, -0.040, -3.460], [0.133, 4.779, 4.459], [-0.306, 1.650, 3.751], [0.529, 4.060, -0.227], [0.138, -0.003, -5.841], [-2.892, -1.039, -1.309], [0.866, -0.424, -7.068], [-4.931, -1.370, -2.551], [-1.493, 6.416, 5.151], [-1.405, 1.399, -4.694], [-1.333, -2.813, 4.848], [-2.464, 5.742, 4.423], [3.370, 5.221, -5.348], [0.969, 4.649, -5.126], [4.202, 2.948, -1.803], [1.193, -1.331, -4.489], [4.988, 4.366, -3.675], [-2.204, -3.184, 8.121], [-1.141, 1.413, -6.833], [2.700, -1.062, -7.632], [-0.447, 5.201, 1.341], [-2.349, 0.982, -0.909], [4.389, -3.719, -0.558], [-3.637, -2.954, -1.855], [-6.010, 0.412, -3.076], [-3.481, 6.114, 4.400], [-2.166, 2.175, -4.696], [0.593, -0.369, 6.190], [3.494, -1.985, -2.594], [5.027, -5.711, -1.892], [0.507, 2.267, 5.674], [-2.039, 0.996, 1.858], [-1.934, -0.798, 2.170], [0.306, -4.266, -1.634], [0.576, 6.450, 5.726], [1.348, -5.122, 1.072], [2.563, -0.645, -5.946], [-2.891, 4.058, 3.157], [-1.747, 7.315, 5.700], [-4.372, 1.927, -2.004], [-3.673, -4.939, 7.159], [-0.752, -1.853, 6.679], [0.160, -0.428, -2.495], [3.290, -6.985, -3.116], [-2.253, -3.912, 3.252], [-3.678, -5.286, 4.697], [0.206, 3.223, -3.248], [0.782, 4.800, -0.971], [1.152, 4.410, 4.451], [-0.013, -4.816, 3.314], [0.923, -6.265, -2.987], [-5.642, -2.035, -3.027], [3.446, 0.665, -3.146]], "mulliken_charge": [-0.40, -1.05, -0.41, 1.21, -0.79, -0.29, 0.76, 0.12, 1.73, 2.14, 0.13, -0.82, 0.72, -1.74, -1.05, 0.02, -0.42, -0.31, 0.07, -1.68, -0.29, -0.01, 0.72, -1.42, 0.03, -0.91, 0.32, -0.83, 0.11, -0.20, 0.62, -1.58, -1.27, 0.26, -0.75, -0.88, 0.10, -0.75, -1.46, 0.00, 0.78, -0.88, -0.79, -1.70, -0.41, -0.46, -0.76, -0.76, -0.85, 0.18, -0.38, -0.36, -0.40, -1.21, -0.61, 0.08, 1.38, -0.16, 0.17, -0.10, -1.64, 0.55, 0.40, 0.07, -0.58, -0.27, -0.74, 0.53, -0.86, 0.38, 0.38, 0.51, 0.99, 0.38, 0.38, 0.43, 0.20, 0.45, 0.33, 0.46, 0.44, 0.36, 0.36, 0.33, 0.57, 0.52, 0.37, 0.50, 0.45, 0.65, 0.53, 0.35, 0.46, 0.21, 0.42, 0.36, 0.42, 0.36, 0.19, 0.43, 0.34, 0.54, 0.36, 0.62, 0.49, 0.56, 0.65, 0.40, 0.38, 0.54], "total_charge": -2, "mol_weight_g_mol": 1060.84, "e_homo_ev": -0.85, "relative_energy_kj_mol": 0.0}